(1)
# C58H63N2O11P

3 unconnected molecules or ions with the total composition C58H63N2O11P at a distorted geometry (ωB97M-V/def2-TZVPD, OMol25).

```
135
Properties=species:S:1:pos:R:3:forces:R:3:mulliken_charge:R:1
C 8.2819 5.4897 -1.1160 -0.1 -0.8 0.8 -0.486
C 7.9726 4.2144 -0.7418 0.0 -0.1 -1.0 -0.319
C 7.3152 3.3508 -1.8317 2.8 -0.6 1.5 0.564
O 7.0241 3.8016 -2.8938 -0.7 0.1 -0.7 -0.538
O 7.1273 2.0307 -1.4725 -1.1 1.5 -0.3 -0.281
C 5.8889 1.5401 -2.0306 0.1 -2.0 0.0 -0.525
C 5.7381 0.0546 -1.5936 -1.5 0.2 -1.0 -0.485
C 4.4359 -0.5032 -2.3293 0.6 -0.3 1.5 -0.571
C 3.6893 -1.4574 -1.3213 -0.5 -0.4 -2.0 -0.895
C 2.2762 -1.7647 -1.9170 -0.5 -0.2 0.2 -0.822
C 1.2018 -0.6371 -1.6333 0.5 -0.1 0.7 -0.775
C -0.0534 -1.2076 -0.9360 -0.7 0.4 0.1 0.907
C -0.9462 -2.0143 -1.5472 0.4 -0.2 -0.1 0.775
C -0.8237 -2.4809 -3.0177 -1.3 0.7 0.1 -0.744
C -1.8554 -1.5797 -3.8342 0.1 0.1 1.2 -0.932
C -1.4642 -0.0732 -3.8626 -0.4 0.1 -0.8 0.017
C -2.6568 0.8800 -4.2664 1.4 0.4 1.0 -0.370
C -2.0331 2.3164 -4.4305 -0.2 -0.3 -0.8 -0.419
C -2.9311 3.3243 -5.2229 0.4 0.7 1.0 -1.001
C -3.8658 4.1740 -4.2775 -0.7 -0.1 -1.6 -0.225
C -5.1780 3.4056 -3.9186 0.2 0.2 0.4 0.063
C -6.2054 4.2421 -3.0676 -0.1 -0.7 0.3 -0.977
C -6.1135 3.9396 -1.5163 0.6 1.0 -1.2 -0.786
C -4.7123 4.4401 -1.0296 0.3 -0.8 0.8 -0.167
C -4.6566 4.8762 0.4658 -0.6 0.7 0.1 -0.525
C -3.4695 5.8364 0.8299 -0.1 -1.0 0.6 -0.649
C -2.0893 5.4554 0.2037 0.3 1.1 -0.1 -0.564
C -2.1843 -2.4896 -0.7486 0.7 1.7 -0.5 -0.346
O -2.6178 -3.5933 -0.8176 -0.7 -0.7 -0.1 -0.402
C -2.8109 -1.3861 0.1583 1.5 0.0 -0.5 0.694
O -4.2001 -1.2365 0.2576 0.5 -1.9 0.7 -0.413
C -4.7119 -2.2321 0.9844 0.7 2.9 -1.8 0.629
N -5.3185 -2.9067 1.6649 -1.1 -1.2 1.2 -0.530
C -1.9276 -0.5995 0.7789 0.4 0.0 1.0 0.381
P -2.5645 0.7687 1.8458 -2.4 2.4 -0.8 0.750
N -3.6612 1.5145 0.9897 0.7 -0.7 0.5 -0.557
O -1.3572 1.8579 2.1195 -0.6 -2.0 -0.2 -0.571
O -3.2472 0.2461 3.2375 1.9 -0.3 -0.6 -0.560
C -0.4067 -0.8641 0.5342 -1.0 0.1 -2.1 -0.732
O 0.3936 -0.7838 1.4055 0.6 0.3 0.8 -0.603
H 7.9857 6.2991 -0.4228 1.6 -0.3 -0.1 0.240
H 8.8267 5.6547 -2.0618 -1.6 0.4 0.0 0.266
H 8.1849 3.8279 0.2722 -1.4 0.4 -0.3 0.336
H 5.8844 1.5699 -3.1447 0.2 0.2 0.8 0.297
H 5.0010 2.0917 -1.6497 0.7 0.0 -0.2 0.326
H 5.5311 -0.0448 -0.5051 0.6 0.2 -0.7 0.298
H 6.5747 -0.5976 -1.9135 -0.2 0.7 0.4 0.309
H 4.7545 -1.0944 -3.2147 -0.4 0.4 0.4 0.258
H 3.7573 0.3159 -2.6615 0.5 -0.4 0.2 0.374
H 4.2456 -2.4261 -1.3358 -0.3 0.8 0.5 0.275
H 3.6164 -1.0285 -0.3016 0.1 -0.3 -0.6 0.476
H 2.3369 -1.9060 -3.0228 0.2 0.1 0.8 0.333
H 1.8587 -2.7185 -1.5179 0.4 0.6 -0.2 0.478
H 1.6894 0.1252 -0.9796 -0.5 -0.5 -0.3 0.654
H 0.9300 -0.0931 -2.5663 0.0 -0.6 0.7 0.245
H 0.1992 -2.3542 -3.4188 -0.6 -0.2 0.4 0.115
H -1.1796 -3.5288 -3.1077 0.5 0.5 0.1 0.412
H -2.0291 -1.9905 -4.8552 0.2 0.4 0.7 0.505
H -2.8119 -1.6520 -3.2522 0.5 -0.1 -0.7 0.340
H -1.0865 0.3091 -2.8857 -0.3 -0.5 -0.6 -0.203
H -0.6307 0.0639 -4.5933 -0.5 -0.1 0.4 0.412
H -3.3302 0.9214 -3.3760 0.1 -0.3 -0.9 0.010
H -3.1835 0.5305 -5.1803 0.3 0.3 0.6 0.383
H -1.0571 2.2110 -4.9696 -0.7 0.0 0.3 0.474
H -1.7677 2.7293 -3.4271 -0.3 -0.3 -0.6 0.085
H -2.2803 4.0569 -5.7581 -0.3 -0.6 0.3 0.367
H -3.5271 2.8080 -6.0074 0.3 0.2 0.6 0.338
H -3.3292 4.5746 -3.3933 -0.2 -0.5 -0.5 -0.086
H -4.1735 5.0578 -4.8936 0.2 -0.4 0.6 0.359
H -5.7017 3.0902 -4.8510 0.6 0.2 0.5 0.504
H -4.8685 2.4669 -3.3933 -0.5 0.6 -0.2 -0.309
H -7.2251 3.9773 -3.4240 0.5 0.2 0.2 0.332
H -6.0534 5.3269 -3.2758 -0.1 -0.7 0.2 0.408
H -6.9022 4.4998 -0.9644 0.3 -0.5 -0.4 0.417
H -6.2598 2.8433 -1.4139 0.1 0.7 0.4 0.217
H -4.3739 5.2998 -1.6482 -0.3 -0.4 0.3 0.487
H -3.9773 3.6081 -1.1718 -0.4 0.7 0.0 0.072
H -4.6892 4.0284 1.1871 0.2 0.3 -0.8 0.121
H -5.5988 5.4553 0.6612 0.7 -0.4 -0.1 0.309
H -3.3406 5.7648 1.9399 -0.1 0.3 -0.8 0.344
H -3.7734 6.8893 0.6390 0.4 -0.7 -0.3 0.332
H -1.5011 6.4039 0.1161 -0.2 -0.8 0.0 0.323
H -2.1414 5.0366 -0.8223 -0.1 0.2 0.6 0.010
H -1.4699 4.7848 0.8414 -0.6 0.3 -0.4 0.123
H -4.5637 1.5089 1.4628 0.1 0.2 -0.5 0.134
H -1.4752 2.4726 1.3653 -0.1 0.0 0.5 0.306
H -4.1984 0.4346 3.2560 0.4 0.1 -0.2 0.364
C -6.9085 -11.5510 -1.9033 0.1 0.0 0.1 -0.468
C -6.1205 -12.3611 -1.0906 0.0 0.1 0.0 -0.459
C -5.2937 -11.7920 -0.1345 -0.1 -0.2 -0.1 -0.563
C -5.2420 -10.4090 0.0059 -0.1 0.0 -0.2 0.167
C -6.0142 -9.5959 -0.8252 0.0 -0.2 0.0 0.169
C -6.8554 -10.1720 -1.7719 -0.1 -0.2 -0.1 -0.527
C -5.9340 -8.1152 -0.7215 -0.3 0.4 -0.3 0.540
O -6.6097 -7.4077 -1.4432 0.1 -0.1 0.0 -0.672
C -5.0073 -7.5184 0.2734 0.1 0.0 0.1 -0.145
C -4.8767 -6.1355 0.3456 0.1 0.2 0.1 -0.311
C -4.0246 -5.5666 1.2790 0.2 -0.5 0.0 0.138
C -3.3048 -6.3779 2.1519 -0.1 -0.1 -0.1 -1.045
C -3.4265 -7.7575 2.0812 0.1 0.1 0.1 -0.593
C -4.2699 -8.3327 1.1365 0.0 0.1 0.0 0.141
C -4.3654 -9.8111 1.0465 0.3 -0.3 0.4 0.724
O -3.7346 -10.5218 1.8053 -0.1 0.0 -0.1 -0.675
H -7.5610 -11.9976 -2.6441 0.0 0.0 0.0 0.389
H -6.1538 -13.4382 -1.2030 0.0 0.0 0.0 0.398
H -4.6858 -12.4253 0.4997 0.0 0.2 0.1 0.462
H -7.4657 -9.5445 -2.4093 0.1 0.1 0.1 0.464
H -5.4370 -5.5002 -0.3294 0.0 -0.1 0.0 0.469
H -3.9210 -4.5006 1.3288 0.1 -0.1 0.0 0.334
H -2.6443 -5.9317 2.8861 0.0 0.0 0.0 0.419
H -2.8612 -8.3854 2.7589 -0.1 -0.1 -0.1 0.469
C 4.6485 1.0378 4.9910 0.1 0.0 0.0 -0.510
C 4.7308 0.9320 6.3765 0.1 0.1 0.0 -0.527
C 5.7029 1.6354 7.0711 -0.2 -0.1 0.0 -0.566
C 6.6052 2.4392 6.3822 -0.1 -0.1 -0.2 0.306
C 6.5376 2.5264 4.9905 -0.1 -0.1 0.1 0.157
C 5.5496 1.8322 4.2992 -0.1 -0.1 0.0 -0.647
C 7.5233 3.3412 4.2355 0.0 0.0 -0.5 0.447
O 7.4615 3.4199 3.0237 0.0 0.0 0.0 -0.661
C 8.5901 4.0503 4.9873 0.1 0.0 0.1 0.237
C 9.5557 4.7718 4.2923 0.2 0.1 0.0 -0.431
C 10.5480 5.4482 4.9849 -0.1 0.0 0.0 -0.572
C 10.5752 5.4146 6.3762 -0.1 0.0 0.0 -0.447
C 9.6187 4.6928 7.0732 0.2 0.1 0.0 -0.634
C 8.6295 4.0010 6.3817 0.1 0.1 -0.1 0.262
C 7.6311 3.2023 7.1384 0.0 0.0 0.6 0.533
O 7.6563 3.1694 8.3529 0.0 0.0 -0.1 -0.671
H 3.8824 0.4945 4.4506 0.0 0.0 0.0 0.505
H 4.0336 0.3011 6.9145 0.0 0.0 0.0 0.396
H 5.7608 1.5549 8.1495 0.1 0.1 -0.1 0.465
H 5.4861 1.9081 3.2207 0.1 0.1 0.1 0.563
H 9.5366 4.8034 3.2099 -0.1 -0.1 0.1 0.522
H 11.3018 6.0051 4.4414 0.0 0.0 0.0 0.409
H 11.3471 5.9494 6.9165 0.0 0.0 0.0 0.390
H 9.6456 4.6649 8.1554 -0.1 -0.1 -0.1 0.470
```
Positions in Å, forces in eV/Å.

Properties
LUMO ... -1.550 eV
Frontier orbital gap ... 7.74 eV
SMILES ... C=CC(=O)OCCCCCCC1=C(CCCCCCCCCCCCCC)C(=O)C(OC#N)=C(P(=N)(O)O)C1=O.O=C1c2ccccc2C(=O)c2ccccc21.O=C1c2ccccc2C(=O)c2ccccc21
Net charge ... 0

(2)
# C4H9NO3

A molecular structure, C4H9NO3 at a distorted geometry (ωB97M-V/def2-TZVPD, OMol25).

```
17
Properties=species:S:1:pos:R:3:forces:R:3:mulliken_charge:R:1
C 2.3163 0.7906 0.3137 0.0 -0.5 0.4 -0.858
N 1.1017 0.1307 -0.1727 0.6 -0.9 0.4 -0.082
C 0.3159 -0.6693 0.8609 2.8 -1.2 -0.3 0.039
O 1.4177 -0.7095 -1.2670 -0.2 -0.2 0.5 -0.401
O 0.2043 -1.8717 0.7344 -0.4 1.9 0.0 -0.526
H 1.1710 -1.6016 -0.9355 0.2 0.2 -0.2 0.354
H 0.1834 -0.0922 1.7831 -0.5 0.0 -0.2 0.435
H 2.7734 1.3437 -0.5052 -0.2 0.0 0.0 0.316
H 2.0366 1.4735 1.1167 0.0 0.0 -0.1 0.340
H 3.0227 0.0489 0.6942 0.1 0.1 0.0 0.311
C -2.5735 -0.2197 -0.6564 -0.2 0.0 0.3 -1.111
C -1.5286 0.6117 0.0449 1.3 1.0 -1.4 0.335
O -1.7934 1.4138 0.9214 -0.1 -0.4 0.1 -0.564
H -0.1822 0.6460 -0.4064 -3.4 0.0 0.7 0.495
H -2.2785 -1.2721 -0.6453 0.0 0.0 0.0 0.272
H -2.6397 0.0819 -1.7059 0.1 0.0 0.1 0.294
H -3.5473 -0.1046 -0.1746 0.0 0.0 -0.1 0.351
```
Positions in Å, forces in eV/Å.

Properties
Energy above the lowest of the compared OMol25 structures with the same formula, charge and spin ... 129.2 kcal per mole
LUMO ... -0.107 eV
Frontier orbital gap ... 7.70 eV
Net charge ... 0

(3)
# C18H21N3O3S2

A single C18H21N3O3S2 molecule (ωB97M-V/def2-TZVPD, OMol25).

```
47
Properties=species:S:1:pos:R:3:forces:R:3:mulliken_charge:R:1
C -2.8196 -3.4006 -0.7289 0.2 0.3 0.4 -0.783
H -3.8344 -3.3914 -1.1125 -0.1 -0.1 -0.1 0.353
H -2.4832 -4.4234 -0.5879 0.0 -0.1 -0.1 0.296
H -2.1670 -2.8555 -1.4063 0.0 -0.1 -0.1 0.225
S -2.8713 -2.5595 0.8777 -0.1 -0.4 0.1 -0.080
C -1.2744 -3.0738 1.5928 -0.4 0.0 -0.4 -0.908
C -0.0638 -2.5188 0.8615 -0.1 0.2 0.2 -0.880
C -0.0643 -0.9841 0.8209 0.1 -0.4 0.0 0.211
N 1.2209 -0.4891 0.3763 -0.2 -0.1 -0.3 -0.106
C 2.0435 0.2319 1.1806 -0.1 -0.1 -0.1 0.397
O 1.7647 0.4863 2.3353 0.0 0.2 0.3 -0.667
C 3.3079 0.6843 0.5335 0.3 0.2 0.0 0.458
C 3.9622 -0.0679 -0.4369 0.0 0.1 0.1 -0.409
C 5.1502 0.3763 -0.9986 0.0 0.0 0.0 0.679
C 5.6752 1.5947 -0.5805 -0.1 -0.1 0.0 -0.497
C 5.0371 2.3439 0.3917 0.0 0.0 0.0 -0.594
C 3.8602 1.8885 0.9561 -0.2 -0.1 0.0 -0.712
H 3.3533 2.4504 1.7254 0.0 0.0 0.1 0.469
H 5.4623 3.2827 0.7141 0.0 0.1 0.0 0.393
H 6.5979 1.9505 -1.0164 0.1 0.0 0.0 0.421
C 5.8535 -0.4288 -2.0490 0.0 0.0 0.0 -1.479
H 5.4814 -1.4499 -2.0741 0.0 -0.1 0.0 0.365
H 5.6939 0.0179 -3.0307 0.0 0.0 -0.1 0.305
H 6.9255 -0.4494 -1.8634 0.1 -0.1 0.0 0.378
H 3.5653 -1.0269 -0.7411 0.0 -0.1 0.0 0.375
H 1.4344 -0.6085 -0.6017 0.0 0.1 0.0 0.313
H -0.2391 -0.5703 1.8190 0.0 0.0 -0.2 0.416
C -1.1038 -0.4897 -0.1784 0.2 0.2 0.4 0.032
O -1.1070 -0.8659 -1.3410 0.3 -0.1 0.0 -0.805
N -1.9530 0.4632 0.2648 0.1 0.3 0.2 -0.074
C -2.9525 0.9476 -0.5321 -0.2 0.1 -0.2 0.541
C -3.9253 1.8402 -0.1257 0.4 -0.3 -0.1 0.181
C -4.8238 2.1316 -1.1895 0.0 0.0 -0.1 -0.919
C -4.5161 1.4721 -2.3298 0.1 -0.1 0.1 -0.578
S -3.1213 0.4604 -2.1726 -0.5 0.4 0.0 -0.041
H -5.0305 1.5155 -3.2687 -0.1 0.0 -0.2 0.437
H -5.6609 2.8030 -1.1119 -0.2 0.1 0.0 0.304
C -3.9424 2.3364 1.2534 -0.2 0.1 -0.2 0.716
O -3.1020 2.0039 2.0831 0.2 0.0 0.3 -0.797
N -4.9378 3.1907 1.5777 -0.2 0.2 0.1 -0.371
H -5.6526 3.4566 0.9270 0.0 0.0 0.0 0.136
H -4.9825 3.5307 2.5234 0.0 0.0 0.0 0.241
H -2.0045 0.8151 1.2303 0.1 -0.2 -0.2 0.451
H 0.8401 -2.8550 1.3755 0.0 0.1 -0.1 0.434
H -0.0363 -2.8931 -0.1648 0.1 0.0 0.0 0.273
H -1.2545 -4.1643 1.6033 0.1 0.0 0.1 0.468
H -1.3058 -2.7086 2.6190 0.0 -0.1 0.1 0.433
```
Positions in Å, forces in eV/Å.

Properties
Energy above the lowest of the compared OMol25 structures with the same formula, charge and spin ... 2.5 kcal per mole
LUMO ... 0.645 eV
Frontier orbital gap ... 8.77 eV
SMILES ... CSCC[C@@H](NC(=O)c1cccc(C)c1)C(=O)Nc1sccc1C(N)=O
Net charge ... 0

(4)
# C2H7BrNO3

3 unconnected molecules or ions with the total composition C2H7BrNO3 at a distorted geometry (ωB97M-V/def2-TZVPD, OMol25).

```
14
Properties=species:S:1:pos:R:3:forces:R:3:mulliken_charge:R:1
Br -2.5397 2.0204 -0.7103 0.0 0.0 0.2 -0.898
C -1.0725 -1.4559 -0.8624 0.2 -2.5 0.3 -0.527
O -0.6581 -1.5150 -2.2317 -0.1 1.2 0.1 -0.496
H -1.9763 -0.8909 -0.6344 0.4 0.4 -0.7 0.263
H -1.2358 -2.5126 -0.6510 -1.0 -0.4 0.5 0.313
H -0.3030 -1.3226 -0.1020 0.5 1.2 -0.4 0.135
H 0.0921 -2.1112 -2.2884 0.0 0.1 0.1 0.265
C 0.5051 1.3968 1.0467 0.2 0.4 0.8 -0.358
N 1.9286 0.8339 1.0163 -2.6 -2.1 -1.5 0.850
O 2.5263 0.8201 2.0502 1.3 0.6 1.0 -0.546
O 2.2293 0.1615 0.0274 0.3 1.1 0.5 -0.518
H 0.2626 1.4786 2.1063 0.2 0.2 -0.1 0.314
H -0.2259 0.7046 0.6288 0.5 0.2 -0.6 -0.077
H 0.4671 2.3922 0.6044 0.0 -0.4 -0.3 0.282
```
Positions in Å, forces in eV/Å.

Properties
Energy above the lowest of the compared OMol25 structures with the same formula, charge and spin ... 2.8 kcal per mole
LUMO ... 3.095 eV
Frontier orbital gap ... 7.00 eV
Net charge ... -1